w.
DFT (ωB97M-V/def2-TZVPD) results for an isolated molecule of C2H3NOS2.

Positions of all 9 atoms, in Å:
C: -0.851 -0.730 0.566
C: 0.910 0.862 0.353
H: 0.021 0.062 -1.898
H: -0.792 -0.749 1.743
H: 0.714 1.132 1.431
N: 0.121 -0.161 -0.044
O: 0.292 -0.617 -1.349
S: -2.222 -1.400 -0.070
S: 1.807 1.600 -0.731

Calculated values
Kohn-Sham gap: 7.87 eV
Molecular weight: 121.2 g/mol
SMILES string: ON(C=S)C=S
Highest occupied orbital energy: -8.91 eV
LUMO: -1.0 eV
Spin multiplicity: 1

=====

x.
DFT (ωB97M-V/def2-TZVPD) results for an isolated molecule of C2H3NOS2.

Positions of all 9 atoms, in Å:
C: 0.627 0.608 0.057
C: -2.006 -0.018 -0.039
H: 1.934 -1.701 -0.078
H: 0.074 1.563 0.077
H: -1.939 1.081 -0.111
N: 1.885 0.650 0.036
O: -3.028 -0.634 -0.021
S: 2.865 -0.726 -0.015
S: -0.412 -0.822 0.094

Calculated values
Kohn-Sham gap: 9.74 eV
Molecular weight: 121.2 g/mol
SMILES string: O=CS/C=N\S
Highest occupied orbital energy: -9.27 eV
LUMO: 0.5 eV
Spin multiplicity: 1

=====

y.
DFT (ωB97M-V/def2-TZVPD) results for a structure of composition C2H3NOS2.

Positions of all 9 atoms, in Å:
C: -0.788 1.326 0.303
C: 1.703 -0.708 0.360
H: -3.352 -1.098 -0.629
H: -0.833 2.430 0.704
H: 0.955 -1.905 0.967
N: -1.902 0.618 0.299
O: 3.044 -0.673 0.027
S: -1.715 -0.965 -0.123
S: 0.884 0.835 -0.335

Calculated values
Kohn-Sham gap: 8.61 eV
Molecular weight: 121.2 g/mol
Highest occupied orbital energy: -9.41 eV
LUMO: -0.8 eV
Spin multiplicity: 1

=====

z.
DFT (ωB97M-V/def2-TZVPD) results for an isolated molecule of C2H3NOS2.

Positions of all 9 atoms, in Å:
C: -0.129 0.670 0.178
C: -0.854 -1.579 0.083
H: 1.742 0.613 -0.622
H: -0.838 -2.155 1.047
H: -1.535 -1.958 -0.682
N: 0.947 0.060 -0.366
O: -1.156 -0.204 0.412
S: -0.271 2.270 0.478
S: 0.842 -1.634 -0.605

Calculated values
Kohn-Sham gap: 8.67 eV
Molecular weight: 121.2 g/mol
SMILES string: S=C1NSCO1
Highest occupied orbital energy: -8.48 eV
LUMO: 0.2 eV
Spin multiplicity: 1

=====

Least stable of them? y.

=====

w.
DFT (ωB97M-V/def2-TZVPD) results for an isolated molecule of C4H6O.

Positions of all 11 atoms, in Å:
C: -1.161 -0.521 -0.201
C: -0.027 -0.335 0.759
C: 1.861 0.056 -0.632
O: 0.773 0.541 -1.248
C: -0.288 0.687 -0.319
H: -2.156 -0.366 0.199
H: -1.064 -1.299 -0.953
H: -0.110 -0.131 1.818
H: 0.829 -0.979 0.466
H: 1.986 0.609 0.336
H: -0.701 1.689 -0.194

Calculated values
Kohn-Sham gap: 8.97 eV
Molecular weight: 70.1 g/mol
Highest occupied orbital energy: -8.47 eV
LUMO: 0.5 eV
Spin multiplicity: 1

=====

x.
DFT (ωB97M-V/def2-TZVPD) results for a cluster of 2 separate species, C4H6O in total.

Positions of all 11 atoms, in Å:
C: -0.889 1.895 1.113
C: 0.029 1.388 0.382
C: -1.243 0.838 0.065
C: 1.347 -1.459 -0.691
O: 2.081 -0.359 -0.611
H: -1.485 2.314 1.904
H: -1.481 -0.173 0.291
H: -1.759 1.065 -0.910
H: 1.941 -2.253 -0.044
H: 0.972 -1.919 -1.587
H: 0.486 -1.336 0.088

Calculated values
Kohn-Sham gap (alpha / beta): 8.59 / 8.17 eV
Molecular weight: 70.1 g/mol
Highest occupied orbital energy (alpha / beta): -9.65 / -9.26 eV
LUMO (alpha / beta): -1.1 / -1.1 eV
Spin multiplicity: 1

=====

Least stable of them? x.